1.
50
Properties=species:S:1:pos:R:3:nbo_charge:R:1 method="wB97M-V/def2-TZVPD" homo_lumo_gap_ev=10.01 smiles=CCN(C)[C@@H](C)CO.O.O.O.O.O.O.O.O.O largest_force_ha_per_bohr=0.0563 relative_energy_ev=2.935 homo_ev=-9.76 lumo_ev=0.25
H -0.31719 0.95754 3.65809 0.199
N 0.22373 1.19111 1.73906 -0.473
C -0.82593 1.29729 2.77463 -0.423
H -0.42241 -0.32218 -0.67776 0.203
H -3.17828 -2.30333 2.68796 0.470
H 1.26708 3.08744 2.13239 0.183
H -2.10607 -2.27411 1.57349 0.516
H 1.25142 -1.65094 -3.57122 0.477
O -0.29156 1.11385 -2.12436 -0.750
H -0.23341 -4.39796 -2.13669 0.483
H 0.41670 3.76479 0.73774 0.231
O -2.88271 -1.76263 1.95930 -1.021
H -1.32227 2.25737 3.04545 0.178
H 1.20677 0.62455 -0.81119 0.207
H -1.69072 0.63680 2.45465 0.227
H 3.32429 0.23764 -2.26005 0.489
O 2.35177 1.79995 -2.47980 -0.974
H 2.55161 0.56237 0.98922 0.201
C 0.11073 0.67479 -0.77876 -0.096
O -4.45025 -0.14785 0.28174 -0.989
C -0.06895 3.06763 0.03021 -0.693
H -0.96859 1.77384 -1.96299 0.476
H 3.52940 1.64900 1.89947 0.218
C -0.36378 1.58979 0.39567 -0.089
H -0.11798 -2.62672 1.01351 0.502
C 1.36415 1.99518 2.18088 -0.222
H -3.14361 -1.64861 -1.18912 0.501
H -4.49671 0.54748 0.93427 0.471
H 0.88225 -0.68958 1.32801 0.506
H 2.51858 2.20984 0.41316 0.219
H 1.84247 -1.69111 1.88438 0.482
H -4.27040 -1.00070 0.76355 0.506
O -2.54814 -1.72410 -1.93405 -0.981
C 2.61244 1.58871 1.30134 -0.627
H -0.90176 -3.71337 0.06815 0.509
H -1.34327 -3.36709 -1.97461 0.509
H 1.02478 -2.55300 -2.28839 0.471
H 2.58760 1.52274 -3.37006 0.471
H -1.47390 1.48130 0.34775 0.217
O 1.46028 -2.47840 -3.13742 -0.948
O 3.66074 -0.65587 -2.23954 -0.984
O 1.13886 -1.62142 1.21155 -0.966
H -0.87673 3.77289 -0.13822 0.227
H 1.35028 1.80809 -2.57156 0.500
H 0.54546 3.14985 -0.83160 0.219
H 3.83519 -1.05851 -1.39335 0.478
O -0.89876 -3.26811 0.95154 -1.039
O -0.97913 -4.18605 -1.57965 -0.965
H -2.55582 -0.92661 -2.48335 0.489
H 1.67177 1.70644 3.17660 0.201


2.
49
Properties=species:S:1:pos:R:3:nbo_charge:R:1 method="wB97M-V/def2-TZVPD" homo_lumo_gap_ev=8.44 smiles=CCN(C)C(C)C.O.O.O.O.O.O.O.O.O largest_force_ha_per_bohr=0.0873 relative_energy_ev=4.166 homo_ev=-8.99 lumo_ev=-0.55
H 2.69715 -0.21569 -0.14666 0.478
H -0.63789 1.90844 1.17791 0.486
N -2.63591 0.60850 0.16654 -0.471
H 0.41414 0.42402 3.10616 0.462
H -2.95235 -0.83743 -2.96130 0.217
H -2.11367 -0.55881 2.50695 0.226
H 1.00299 -1.52394 1.08219 0.504
H 3.87764 -2.47791 -0.38733 0.494
H 0.01302 -3.51892 -2.28720 0.482
H -2.99942 2.53587 -0.73651 0.205
H 2.63125 -0.22680 2.55598 0.484
H -3.30956 0.93378 -2.93412 0.206
H -0.88744 1.09890 -2.81348 0.213
H -1.14189 2.11964 -1.49374 0.222
C -3.28494 1.97552 0.14688 -0.431
H 3.69250 -0.45532 -2.95653 0.475
O 0.14694 2.34922 1.54469 -0.988
O 2.06679 0.14889 0.52521 -0.983
H 3.94188 -0.32819 1.73362 0.462
H -3.40801 -1.42770 0.41585 0.185
H -3.01845 2.48687 1.03458 0.206
O 3.75933 -0.06823 -2.08011 -0.988
C -3.17570 -0.54018 2.32768 -0.613
H 3.52430 -0.76757 -1.41728 0.473
C -3.48060 -0.33909 0.78856 -0.209
H -4.37422 1.97582 0.01161 0.182
O 0.12217 -1.41533 0.73693 -0.981
H -4.22997 -0.10780 -2.04909 0.211
H 1.29212 -0.00118 -0.05665 0.490
C -2.24585 0.21953 -1.17829 -0.037
H -0.13771 0.75208 -1.16461 0.200
C -3.20089 0.02782 -2.34662 -0.651
H 0.99733 1.94851 1.25911 0.500
H -1.68041 -0.82961 -0.98647 0.181
O 2.18336 2.20720 -2.48096 -0.971
O 0.97287 -3.61651 -2.14270 -0.945
O 3.03509 -2.03326 -0.52886 -0.963
H 1.73279 1.63195 -3.08218 0.461
H 2.89203 1.74870 -1.96986 0.504
O 0.26817 0.87263 3.96112 -0.944
H -4.54952 -0.21170 0.65578 0.174
H -3.78087 0.14961 2.97186 0.203
H -0.36660 -2.21624 0.60834 0.481
O 3.52445 -0.56287 2.54948 -0.943
H -3.58848 -1.51304 2.45895 0.198
C -1.07158 1.03693 -1.71824 -0.623
H 2.49645 -2.76917 -0.90811 0.522
H 1.23614 -3.09353 -2.91829 0.471
H -0.26473 1.62182 3.70952 0.481


3.
51
Properties=species:S:1:pos:R:3:nbo_charge:R:1 method="wB97M-V/def2-TZVPD" homo_lumo_gap_ev=9.13 smiles="C=C(C)CCC.O.O.O.O.O.O.O.O.O.O.O" largest_force_ha_per_bohr=0.1970 relative_energy_ev=7.139 homo_ev=-9.27 lumo_ev=-0.14
H 3.46960 0.21204 0.08143 0.492
H -3.36038 3.41275 -0.51618 0.480
C 0.82444 -2.10408 2.84601 0.040
H 0.06440 -3.03660 4.85583 0.200
O 0.45185 2.77998 -4.32609 -0.966
H -0.62648 -1.90944 1.18607 0.248
C -0.24116 -2.74524 3.68741 -0.659
C 2.12760 -2.30617 3.01837 -0.423
H 2.63475 -3.12784 -1.73247 0.485
H 2.76342 -0.83794 0.72522 0.454
H 5.36535 1.81964 0.05385 0.480
H -2.81260 1.72346 1.93468 0.470
H 1.27759 3.29834 -4.14602 0.485
H 2.55189 -1.54586 -1.66105 0.524
H -2.93577 -3.87206 -1.70859 0.461
H -3.95599 -0.72085 -2.02421 0.469
H 0.51087 1.90502 -4.55843 0.482
H -2.35244 3.40075 -1.85106 0.500
H -2.20366 -2.75083 -1.39518 0.492
H 2.59295 5.02278 -0.64125 0.476
H 2.14634 4.33091 0.67579 0.484
O 2.80038 4.39440 -0.00378 -0.959
H 0.95612 0.52142 2.62349 0.220
O -3.23212 3.28521 -1.35614 -0.978
O -3.29623 -0.15751 -4.29933 -0.949
H -0.44985 -1.43138 -0.68779 0.475
H -0.49065 0.44067 2.71250 0.207
O 1.97965 -2.36693 -1.81417 -0.986
O -3.04687 -2.88833 -1.83057 -0.979
C 0.13979 0.97444 0.75912 -0.598
H -3.17469 0.59104 -3.71525 0.471
C 0.22638 0.07245 2.03243 -0.423
H -3.50553 0.56570 -1.44425 0.457
H -0.88725 -3.55801 3.47421 0.237
C 0.19982 -1.44482 1.66999 -0.461
O -0.59494 -2.29567 -1.04824 -1.010
H 4.21247 2.21566 -0.72393 0.492
H 0.86090 -1.57700 0.88601 0.212
O -2.65842 2.69692 1.85687 -0.934
H -0.89766 1.49600 0.60204 0.198
H 0.84244 1.75217 0.60376 0.206
H 0.28931 -2.58557 -1.57102 0.534
H 2.60697 -3.07027 3.62276 0.206
H -3.13367 -0.99803 -3.78560 0.478
H -1.06662 -2.01585 3.97254 0.218
O 2.76678 -0.39865 -0.01508 -0.953
H -3.24480 2.88155 2.58005 0.465
O 4.67968 1.35749 -0.53947 -0.951
H 0.22307 0.43004 -0.10049 0.189
H 2.94074 -1.81915 2.51944 0.172
O -4.33778 -0.01677 -1.48423 -0.930


4.
53
Properties=species:S:1:pos:R:3:nbo_charge:R:1 method="wB97M-V/def2-TZVPD" homo_lumo_gap_ev=9.16 smiles=CCCNCCCO.O.O.O.O.O.O.O.O.O.O largest_force_ha_per_bohr=0.0723 relative_energy_ev=3.481 homo_ev=-9.21 lumo_ev=-0.05
H -0.43092 0.61006 -2.09963 0.175
H 2.11638 2.17445 -2.94939 0.492
O 0.89533 2.92554 2.39775 -0.993
H -2.20623 1.06415 0.42910 0.196
H 1.79017 0.11275 2.57962 0.482
H 0.31781 0.59423 -3.91548 0.492
O 2.23379 3.36363 -0.20595 -0.993
H -3.04285 -0.04421 -2.30334 0.197
H 1.35304 2.20490 2.88700 0.502
C 1.86772 -1.55700 0.84444 -0.469
H -0.71264 -0.75832 0.28566 0.368
O -0.20895 0.02045 -4.50906 -0.952
O -0.84029 -2.09132 -2.84737 -0.995
O 2.31149 0.73377 3.14523 -0.936
H -0.05771 1.57698 -0.52433 0.179
C -2.03720 1.04960 -0.68158 -0.413
C -3.23593 0.39703 -1.36107 -0.633
H 1.77260 -2.46406 0.23901 0.227
O 4.20140 -0.26629 1.18994 -0.728
H 1.42733 3.18371 0.26933 0.516
H -1.67501 -3.15856 -1.61134 0.523
H -1.03026 0.56097 -4.53847 0.463
C -0.57872 0.70425 -0.99241 -0.206
N -0.03303 -0.52561 -0.42985 -0.668
C 1.38774 -0.34401 0.08291 -0.250
O -3.95062 -0.17686 1.88762 -0.974
H 3.03980 0.84542 2.51794 0.474
H -1.12530 -1.28461 -3.29107 0.496
H -1.00990 -0.60985 2.39173 0.486
H 1.22565 3.68465 2.87865 0.466
H 3.73221 0.45691 0.71076 0.460
H -4.08812 1.07644 -1.26400 0.229
H 2.02779 -0.06824 -0.73217 0.212
H -2.07072 2.08459 -1.04035 0.208
H 1.24472 0.49326 0.81363 0.181
O -2.17467 -2.04593 1.68832 -1.028
H 3.49553 -1.68847 2.39214 0.187
C 3.39069 -1.45018 1.30943 -0.081
H -2.75209 -2.29018 -1.11149 0.479
H 2.93691 2.74726 -0.32649 0.476
H -2.19678 -2.51377 2.51894 0.502
H -3.41323 0.58547 2.11306 0.447
H -0.14849 -1.87779 -2.20119 0.498
H -1.29723 0.81635 2.95784 0.476
H 1.26922 -1.91084 1.69755 0.223
H -3.34316 -0.95239 1.92911 0.487
H -2.17945 -2.54080 0.80812 0.544
O -0.64593 0.10153 2.92774 -0.968
O 1.80269 1.23854 -2.85576 -0.948
O -2.20974 -3.01631 -0.80414 -0.978
H 2.52324 0.81848 -3.32940 0.477
H 4.01012 -2.20092 0.81248 0.180
H -3.67819 -0.38885 -0.77971 0.213


5.
55
Properties=species:S:1:pos:R:3:nbo_charge:R:1 method="wB97M-V/def2-TZVPD" homo_lumo_gap_ev="10.82 / 4.88" largest_force_ha_per_bohr=0.3030 s2=0.76 relative_energy_ev=5.022 spin_multiplicity=2 homo_ev="-10.82 / -10.76" lumo_ev="0.00 / -5.88"
H -3.72897 -1.68459 1.22607 0.454
H -0.71685 -2.03142 2.39913 0.229
H -2.52369 -1.69852 0.06597 0.220
H -0.55473 1.43662 -3.53402 0.429
H 0.30027 -1.06214 -1.03637 0.230
H 1.97436 -1.22485 4.06082 0.486
O 0.93124 2.28167 -1.39873 -1.142
H -0.15308 3.84454 2.20552 0.474
H 3.28648 0.94056 -0.68840 0.490
O 0.14025 1.05076 -3.45709 -0.974
H 1.14236 3.12326 -1.89245 0.506
H 2.54518 -1.20628 -1.86975 0.514
O 2.65824 -2.16210 -1.60129 -0.999
H -0.93340 -3.88435 -0.49779 0.215
H 0.22106 -0.59489 -4.18463 0.475
O -1.82464 2.67446 3.25312 -0.921
H -1.50406 2.08344 2.59589 0.458
C -1.54778 -1.36375 0.31525 -0.208
H -0.25163 -0.33097 2.34892 0.422
O -0.03433 -1.39354 -4.47335 -0.923
H 0.35403 -3.40340 -1.55343 0.268
H -3.79987 -3.06376 0.55905 0.467
H 2.35034 1.26461 -1.74761 0.479
H -0.81185 -1.28997 -4.03403 0.436
O 2.39352 1.67168 0.58170 -1.053
C -1.13252 -2.39088 1.47964 -0.663
O 2.48300 -0.96913 1.08991 -0.996
H -0.28651 -2.88626 0.97501 0.244
H 1.60578 -1.49342 2.49665 0.501
O -4.39994 -2.32760 0.94550 -0.908
N -0.46700 0.46732 1.77116 -0.590
C -0.66817 -1.64854 -0.95731 -0.427
O -1.13488 2.43311 -0.07197 -0.603
H 0.63605 1.45238 -2.64986 0.495
H 3.58883 -2.41826 -1.74352 0.485
H 2.58603 -1.53916 0.34158 0.504
O 1.28627 -1.66407 3.38869 -1.005
H 0.11962 3.14767 1.06764 0.457
H -1.12167 -1.14030 -1.87353 0.217
H -0.16398 2.32543 -0.48855 0.504
H 1.67473 1.74181 -0.20260 0.494
H -1.57103 0.95198 -1.26405 0.266
H 2.20313 -0.08922 0.66608 0.490
H -1.98396 -3.10996 1.79230 0.221
O 3.12257 0.65114 -1.56935 -0.989
O 0.52767 3.73502 1.60976 -0.928
H -1.02176 2.63527 3.80017 0.466
H -1.31778 -3.55616 -2.13575 0.234
H 2.13502 2.50326 1.11798 0.520
C -0.71415 -3.14475 -1.29832 -0.674
H 0.35751 0.56530 1.18667 0.395
H -2.88582 1.61636 -0.02385 0.223
C -1.85653 1.23438 -0.13769 -0.123
H -2.41598 0.07215 1.75897 0.258
C -1.62365 0.12702 0.92881 -0.097